Arrangement w

The following is a quantum chemistry calculation of one molecule with the formula C4H10, from OMol25.

Results
SMILES: CCCC
M, g/mol: 58.1

Geometry (Å):
C 0.6614 -1.8791 -0.1246
C 0.5483 -0.3733 -0.1547
C -0.7273 0.3126 0.2892
C -0.6117 1.8584 0.1224
H 0.5749 -2.3214 0.8731
H 1.6936 -2.1207 -0.3580
H 0.0918 -2.4745 -0.8357
H 0.7787 -0.0650 -1.1724
H 1.4038 0.1411 0.3004
H -1.5174 0.1072 -0.4097
H -1.0384 0.1125 1.3106
H -1.6222 2.2282 0.1089
H -0.1338 2.0429 -0.8408
H -0.1017 2.4310 0.8913

---

Arrangement x

The following is a quantum chemistry calculation of one molecule with the formula C4H10, from OMol25.

Results
SMILES: CC(C)C
M, g/mol: 58.1

Geometry (Å):
C 0.5364 1.3261 0.3552
C 0.0817 0.0853 -0.3872
C -1.4418 -0.2278 -0.1069
C 0.9310 -1.1205 -0.0004
H 0.5316 1.1948 1.4407
H 1.4839 1.7119 -0.0291
H -0.3100 1.9925 0.0350
H 0.1751 0.2565 -1.4654
H -2.0773 0.6145 -0.3991
H -1.7566 -1.0996 -0.6889
H -1.6084 -0.4475 0.9527
H 0.6071 -2.0187 -0.5349
H 1.9832 -0.9422 -0.2452
H 0.8642 -1.3253 1.0735

---

Tell me which of them is the least stable. Sure, it is arrangement w.